14
Properties=species:S:1:pos:R:3:mulliken_charge:R:1 method="wB97M-V/def2-TZVPD" charge=0 homo_energy_ev=-9.13 orbital_gap_ev=9.26 e_lumo_ev=0.1 total_energy_ha=-775.95326
C 3.08 -0.84 0.34 -0.542
O 2.37 -0.11 -0.62 -0.263
N 1.66 0.90 0.04 -0.081
C 0.36 0.66 -0.04 0.539
O -0.43 1.51 0.20 -0.603
C -0.23 -0.72 -0.05 -0.069
N -1.43 -1.11 0.06 -0.430
S -2.87 -0.18 -0.03 -0.123
H 3.91 -0.09 0.60 0.286
H 3.40 -1.85 -0.07 0.232
H 2.35 -1.06 1.32 0.269
H 1.90 1.83 -0.11 0.268
H 0.55 -1.54 -0.15 0.335
H -2.56 1.18 0.09 0.184


21
Properties=species:S:1:pos:R:3:mulliken_charge:R:1 method="wB97M-V/def2-TZVPD" charge=0 homo_energy_ev=-7.97 orbital_gap_ev=8.40 smiles="[H]/N=C(C(C)=O)/C(C)=C(/C)O" e_lumo_ev=0.4 total_energy_ha=-478.46727
H 1.70 2.81 0.39 0.256
N 0.69 2.63 0.39 -0.758
C 0.45 1.40 0.21 0.297
C 1.46 0.05 0.25 0.802
C 2.33 0.09 -0.97 -1.156
O 1.74 -0.52 1.29 -0.594
C -0.75 0.58 0.27 0.617
C -1.45 0.66 1.60 -1.610
C -0.80 -0.53 -0.54 0.618
C -1.64 -1.73 -0.23 -1.734
O -0.41 -0.39 -1.86 -0.456
H 1.97 0.78 -1.73 0.322
H 2.38 -0.91 -1.41 0.312
H 3.34 0.41 -0.67 0.363
H -0.88 0.12 2.36 0.297
H -2.45 0.23 1.54 0.365
H -1.53 1.71 1.92 0.450
H -2.66 -1.62 -0.63 0.323
H -1.21 -2.62 -0.70 0.531
H -1.69 -1.93 0.85 0.394
H -0.55 -1.23 -2.33 0.362


104
Properties=species:S:1:pos:R:3:mulliken_charge:R:1 method="wB97M-V/def2-TZVPD" charge=0 homo_energy_ev="-8.64 / -8.17" spin_multiplicity=4 orbital_gap_ev="7.65 / 5.39" s2=3.797 e_lumo_ev="-1.0 / -2.8" total_energy_ha=-6478.25688
Tc 1.04 0.70 1.73 1.038
C -0.60 6.56 -1.31 -1.620
C -1.77 5.95 -0.52 2.082
C -2.92 5.65 -1.48 -2.063
C -2.26 6.96 0.53 -1.734
C -1.25 4.69 0.16 0.104
C -0.35 4.78 1.22 -1.383
C 0.25 3.65 1.73 -1.029
N -0.03 2.43 1.24 1.325
C -0.99 2.31 0.31 -0.328
C -1.59 3.41 -0.26 -0.251
C -1.38 0.90 0.02 0.330
C -2.43 0.56 -0.81 -0.531
C -2.79 -0.77 -0.97 0.503
C -2.05 -1.71 -0.26 -0.892
C -1.01 -1.31 0.55 -0.891
N -0.67 -0.02 0.69 0.829
C -3.94 -1.22 -1.86 1.878
C -4.60 -0.05 -2.58 -2.142
C -3.40 -2.20 -2.91 -1.645
C -4.99 -1.92 -0.99 -1.673
H -0.90 7.53 -1.73 0.437
H -0.30 5.91 -2.13 0.344
H 0.27 6.72 -0.67 0.368
H -3.26 6.58 -1.94 0.446
H -3.77 5.20 -0.97 0.433
H -2.61 4.98 -2.29 0.393
H -2.73 7.81 0.03 0.475
H -1.44 7.35 1.14 0.346
H -2.99 6.51 1.20 0.383
H -0.06 5.74 1.64 0.412
H 0.97 3.69 2.53 0.662
H -2.34 3.27 -1.02 0.471
H -2.97 1.34 -1.32 0.530
H -2.27 -2.77 -0.32 0.812
H -0.41 -2.02 1.10 -0.122
H -3.89 0.49 -3.21 0.399
H -5.05 0.66 -1.88 0.424
H -5.39 -0.42 -3.23 0.415
H -2.63 -1.73 -3.53 0.363
H -4.21 -2.53 -3.57 0.486
H -2.97 -3.09 -2.45 0.339
H -5.39 -1.25 -0.24 0.401
H -4.58 -2.79 -0.48 0.293
H -5.82 -2.27 -1.62 0.452
O 4.24 0.00 4.10 -0.578
As 3.89 -0.82 2.59 0.966
O 4.51 -2.34 2.68 -0.843
O 2.20 -0.93 2.29 -0.249
C 4.82 0.14 1.19 0.092
C 5.68 -0.67 0.45 -0.631
C 6.42 -0.12 -0.59 -0.662
C 6.30 1.22 -0.90 -0.709
C 5.45 2.04 -0.17 -0.734
C 4.71 1.49 0.88 0.216
S 3.67 2.60 1.79 1.422
O 2.93 3.37 0.81 -0.726
O 4.48 3.36 2.69 -0.767
O 2.76 1.63 2.52 -0.800
H 4.60 -0.69 4.67 0.315
H 5.77 -1.71 0.72 0.685
H 7.10 -0.75 -1.16 0.438
H 6.88 1.65 -1.71 0.399
H 5.35 3.09 -0.40 0.557
O 0.15 0.82 3.45 0.376
N 0.28 1.46 4.60 -0.833
C -0.87 1.63 5.17 0.815
C -0.92 2.27 6.45 -0.030
N -1.01 2.80 7.47 -0.443
C -2.10 1.23 4.51 0.087
N -3.05 0.92 3.94 -0.516
S -2.17 -8.13 2.40 -0.346
C -1.33 -6.73 2.27 0.263
S -0.85 -5.82 3.66 -0.108
C -0.21 -4.55 2.66 0.277
N -0.35 -4.81 1.38 -0.531
N -0.94 -5.99 1.15 0.572
C -1.07 -6.32 -0.26 0.502
C -0.82 -5.30 -1.18 0.034
C -0.93 -5.56 -2.53 -0.485
C -1.28 -6.82 -2.99 -0.627
C -1.51 -7.83 -2.06 -0.717
C -1.41 -7.58 -0.70 -0.568
S 0.49 -3.12 3.20 -0.090
H -0.55 -4.31 -0.83 0.340
H -0.73 -4.76 -3.24 0.435
H -1.36 -7.02 -4.05 0.401
H -1.78 -8.82 -2.40 0.377
H -1.59 -8.38 0.00 0.250
C 3.29 -2.75 -1.83 -1.372
C 2.74 -1.39 -1.53 0.377
C 2.62 -0.25 -2.30 -1.360
C 2.06 0.73 -1.46 0.078
N 1.88 0.21 -0.24 1.027
N 2.27 -1.08 -0.32 0.716
C 1.66 2.11 -1.83 -1.303
H 3.79 -2.75 -2.79 0.404
H 2.49 -3.49 -1.86 0.150
H 3.99 -3.06 -1.06 0.296
H 2.90 -0.12 -3.33 0.533
H 2.27 -1.61 0.55 0.094
H 2.17 2.40 -2.75 0.506
H 1.91 2.82 -1.05 0.033
H 0.59 2.16 -2.02 0.127


23
Properties=species:S:1:pos:R:3:mulliken_charge:R:1 method="wB97M-V/def2-TZVPD" charge=-1 homo_energy_ev=-4.04 orbital_gap_ev=5.63 e_lumo_ev=1.6 total_energy_ha=-852.75640
C 1.17 -1.25 0.50 -0.633
C 0.14 -0.47 -0.19 -0.649
C -0.64 0.73 0.51 0.324
C -0.27 2.26 0.10 -0.392
C -1.33 2.95 1.12 0.485
O -1.15 3.89 1.92 -0.572
O -2.53 2.17 0.93 -0.333
C -2.22 0.88 0.31 0.015
O -2.92 -0.25 0.89 -0.104
N -4.16 -0.26 0.27 0.107
O -4.96 0.01 1.12 -0.295
H 2.25 -0.86 0.53 0.235
H 0.94 -2.23 1.05 0.206
H -0.08 -0.76 -1.27 0.373
H -0.54 0.79 1.65 0.282
H 0.83 2.57 0.19 0.299
H -0.74 2.53 -0.93 0.269
H -2.59 0.93 -0.78 0.318
C 3.38 -2.59 -1.57 0.759
O 3.81 -2.18 -0.45 -0.794
O 4.35 -3.26 -2.26 -0.516
O 2.26 -2.47 -2.10 -0.685
H 5.00 -3.13 -1.55 0.302


14
Properties=species:S:1:pos:R:3:mulliken_charge:R:1 method="wB97M-V/def2-TZVPD" charge=0 homo_energy_ev=-9.27 orbital_gap_ev=10.15 smiles="CN1CC1.O=C=O" e_lumo_ev=0.9 total_energy_ha=-361.80012
C 0.04 0.82 1.09 -0.842
N -0.67 0.09 0.10 -0.072
C -0.06 -0.09 -1.27 -0.385
C -0.07 -1.16 -0.39 -0.361
H 0.96 0.10 1.40 0.219
H 0.48 1.76 0.73 0.305
H -0.64 0.94 1.87 0.286
H 0.79 0.56 -1.42 0.228
H -0.67 0.01 -2.08 0.215
H -0.72 -1.95 -0.65 0.183
H 0.79 -1.49 0.18 0.238
O -3.08 0.48 -1.02 -0.427
C -3.18 -0.09 -0.02 0.815
O -3.34 -0.64 0.97 -0.403


24
Properties=species:S:1:pos:R:3:mulliken_charge:R:1 method="wB97M-V/def2-TZVPD" charge=0 homo_energy_ev=-8.88 orbital_gap_ev=9.37 smiles="NCCCC[C@H](N)C(=O)O" e_lumo_ev=0.5 total_energy_ha=-496.96945
N -3.01 0.03 -1.12 -0.694
C -2.42 -0.88 -0.09 -0.307
C -2.01 -0.08 1.17 -0.698
C -1.09 1.26 0.83 -1.009
C -0.13 0.98 -0.39 -0.374
C 1.33 0.63 0.17 0.361
N 2.45 1.35 -0.43 -0.724
C 1.55 -0.84 0.06 0.244
O 0.65 -1.67 -0.09 -0.607
O 2.78 -1.21 0.10 -0.519
H -2.80 -0.35 -2.04 0.264
H -2.61 0.95 -1.11 0.278
H -3.12 -1.70 0.15 0.397
H -1.44 -1.42 -0.29 0.179
H -2.93 0.24 1.65 0.383
H -1.37 -0.62 1.84 0.337
H -0.47 1.48 1.71 0.435
H -1.70 2.23 0.61 0.328
H 0.08 1.99 -0.86 0.222
H -0.32 0.23 -1.22 0.495
H 1.32 0.74 1.28 0.181
H 2.63 2.29 -0.07 0.219
H 2.61 1.25 -1.46 0.201
H 3.24 -0.27 0.20 0.407